# C46H37MgN8OS2

A structure of composition C46H37MgN8OS2 (wB97M-V/def2-TZVPD, the OMol25 dataset).

Positions of all 95 atoms, in Å:
H -0.09513 -1.89019 5.63229
C -1.12823 -4.52540 -3.33392
H -1.48069 3.09185 1.35427
C -0.28316 0.49872 -4.87878
C 4.30274 0.34940 -2.91070
H 1.84553 -3.15138 1.39572
C -2.11492 1.11403 -3.41082
O -1.80911 2.33352 1.85066
C -1.52779 -3.11397 -1.28644
H 7.63199 -0.11206 -1.85707
H 4.21933 2.27233 1.74126
H -2.58239 -3.36315 -1.33516
C 1.12938 -2.42510 -1.09685
N 0.97692 1.20228 -1.47221
H -1.78365 2.04758 5.89556
H 4.98421 -1.60085 5.06517
C 0.16647 0.99770 -2.52151
C -0.29875 -0.76597 3.82417
C -0.64671 -3.63239 -2.22285
H -0.84648 3.36877 3.37149
C -6.33989 2.24750 -2.57583
H 0.10212 -1.53722 3.17951
H 5.97646 -0.63473 3.97844
N -2.05878 -1.87203 0.70779
C -3.77440 -1.88498 2.08356
C -3.38189 -0.58069 1.77520
C 4.13703 -1.33597 3.09899
C -0.94212 0.06638 5.95963
H -1.75776 -5.33041 -2.95287
C -0.41309 -0.95735 5.18918
C 1.82254 -1.01190 1.42830
C 2.55389 3.60859 1.13124
H -8.29238 2.73402 0.10769
C 2.02259 0.43307 -3.92684
C -5.33102 2.05061 -1.67653
C -1.18690 1.33575 3.95975
H -2.29118 0.66249 -5.52750
N 2.26009 1.46533 1.58166
C -7.50671 2.54699 -0.60564
C 1.22700 3.22463 0.94067
H -0.29006 -4.97805 -3.86192
H 2.88484 1.20304 -0.76484
H 2.99873 4.57470 0.97521
C -1.08947 -2.27638 -0.26890
C 5.30937 -1.49529 4.02796
C -2.97568 1.73531 -0.91579
C 6.42664 -0.18543 -3.69121
H 2.17945 -2.16860 -1.03510
C -2.89903 -2.68042 1.37719
H -3.30564 1.92028 0.09811
C -3.92463 1.73401 -1.95166
H -4.15348 1.32101 -4.04453
C 0.25062 -1.86998 -0.15438
C 3.47787 -2.43624 2.55026
C 3.63828 -0.08961 2.77750
H -1.71786 -3.96634 -4.06340
H 4.66115 -0.04940 -5.00428
H 2.41340 0.12758 -4.88977
N -0.66715 0.36424 3.21602
H 0.41776 3.81943 0.54314
C -3.47123 1.38998 -3.20615
N -2.34892 -0.57218 0.94033
C -1.60771 2.59484 3.24677
C -7.58787 2.53204 -1.96247
H 0.09971 0.21445 -5.85098
N 0.62229 -0.89907 0.76676
H -2.81167 -3.75056 1.29588
H 3.82888 -3.43786 2.77054
H 1.41809 -3.67114 -2.79915
S 5.27632 0.36497 -1.48696
C 2.36177 -2.27402 1.76323
H -6.20426 2.20254 -3.64673
H -2.54240 2.96404 3.67235
S -5.91981 2.22181 -0.06480
H 5.88810 -2.38363 3.77568
C -1.24672 1.20047 -2.31483
C 2.54000 0.09252 1.93456
H -1.04942 -0.04583 7.03034
N 1.05334 1.93663 1.21315
C 0.69495 -3.27908 -2.09255
H -4.57471 -2.20199 2.72774
H -3.79922 0.35179 2.12217
C 6.68653 -0.02051 -2.36606
C 5.05876 0.02471 -4.00239
C 3.18221 2.45382 1.52958
C -1.59629 0.74184 -4.70097
H 7.18060 -0.43944 -4.42087
Mg -0.59819 0.69344 0.84065
C 2.86003 0.60711 -2.84644
H -8.50052 2.71821 -2.50805
C 2.26247 1.02038 -1.63603
C 0.64258 0.63487 -3.78702
N -1.69003 1.47602 -1.06552
H 4.11805 0.77660 3.21445
C -1.34596 1.23257 5.33354

Charge ... +1
Frontier orbital gap ... 6.34 eV
E_LUMO ... -2.62 eV
HOMO ... -8.96 eV